{
  "formula": "C21H27BN8O2Sc",
  "method": "ωB97M-V with the def2-TZVPD basis set",
  "fmax_ev_per_a": 0.367,
  "de_lowest_kcal_mol": 4.95,
  "spin_multiplicity": 1,
  "total_charge": 1,
  "energy_ev": -59606.9996,
  "species": ["Sc", "C", "C", "C", "C", "C", "N", "N", "B", "N", "N", "C", "C", "C", "C", "C", "N", "N", "C", "C", "C", "C", "C", "H", "H", "H", "H", "H", "H", "H", "H", "H", "H", "H", "H", "H", "H", "H", "H", "H", "H", "H", "H", "H", "H", "O", "N", "N", "O", "C", "C", "C", "C", "C", "C", "H", "H", "H", "H", "H"],
  "positions_angstrom": [[-0.021, -0.154, 0.122], [-2.114, 1.790, 2.712], [-2.394, 1.945, 1.254], [-3.373, 2.703, 0.620], [-3.203, 2.482, -0.738], [-3.980, 3.046, -1.878], [-2.171, 1.636, -0.893], [-1.667, 1.301, 0.337], [-1.564, 1.078, -2.203], [-1.704, -0.479, -2.206], [-1.446, -1.231, -1.087], [-1.778, -2.494, -1.364], [-1.620, -3.573, -0.346], [-2.273, -2.566, -2.662], [-2.211, -1.274, -3.164], [-2.602, -0.779, -4.514], [-0.065, 1.494, -2.304], [0.818, 1.225, -1.290], [1.990, 1.781, -1.611], [3.180, 1.642, -0.723], [1.865, 2.434, -2.832], [0.553, 2.237, -3.237], [-0.118, 2.721, -4.477], [-2.764, 2.439, 3.293], [-1.081, 2.051, 2.946], [-2.287, 0.764, 3.039], [-4.113, 3.331, 1.084], [-4.767, 3.692, -1.496], [-4.442, 2.257, -2.472], [-3.345, 3.635, -2.539], [-2.147, 1.518, -3.141], [-0.932, -3.272, 0.445], [-1.241, -4.485, -0.804], [-2.579, -3.808, 0.116], [-2.633, -3.439, -3.178], [-2.996, -1.604, -5.103], [-1.745, -0.361, -5.042], [-3.366, -0.005, -4.450], [2.923, 1.128, 0.204], [3.588, 2.619, -0.468], [3.964, 1.072, -1.220], [2.625, 2.985, -3.359], [0.574, 3.338, -5.045], [-1.002, 3.314, -4.248], [-0.430, 1.888, -5.108], [0.837, -0.756, 1.859], [1.630, -1.789, 1.938], [1.904, -2.231, 0.790], [1.386, -1.688, -0.279], [2.755, -3.386, 0.649], [3.868, -3.503, 1.460], [4.665, -4.629, 1.316], [4.343, -5.596, 0.374], [3.223, -5.446, -0.435], [2.415, -4.329, -0.305], [4.100, -2.736, 2.184], [5.542, -4.745, 1.938], [4.971, -6.470, 0.266], [2.979, -6.201, -1.170], [1.548, -4.178, -0.932]],
  "nbo_charge": [1.903, -0.652, 0.218, -0.340, 0.255, -0.652, -0.322, -0.470, 0.503, -0.323, -0.459, 0.220, -0.642, -0.339, 0.255, -0.652, -0.321, -0.473, 0.226, -0.643, -0.339, 0.258, -0.652, 0.242, 0.233, 0.234, 0.241, 0.241, 0.235, 0.234, -0.008, 0.216, 0.238, 0.246, 0.241, 0.241, 0.232, 0.238, 0.218, 0.244, 0.244, 0.242, 0.241, 0.236, 0.233, -0.617, 0.191, 0.198, -0.604, 0.147, -0.220, -0.191, -0.179, -0.193, -0.224, 0.241, 0.233, 0.231, 0.230, 0.237]
}